13
Properties=species:S:1:pos:R:3:forces:R:3 method="wB97M-V/def2-TZVPD" charge=0 multiplicity=1 e_above_lowest_kcal_mol=146.4 gap_ev="10.06 / 7.81" lumo_ev="-0.3596 / -0.5888"
O -2.898 -0.813 0.443 -1.07 -0.32 0.11
O -0.911 -0.575 0.224 0.12 0.87 0.10
N -1.425 1.677 -0.391 0.54 0.44 0.30
C -1.005 0.602 -0.021 -0.23 -1.34 -0.48
C 1.863 -0.781 0.129 0.09 -0.09 0.03
C 1.146 0.501 -0.073 0.55 0.76 -0.17
H 1.652 -1.214 1.106 -0.01 -0.02 -0.05
H 1.179 1.233 0.726 0.02 -0.01 0.00
H 1.144 0.924 -1.071 -0.03 0.01 0.01
H -2.943 -1.448 -0.290 0.07 0.02 0.07
H 1.623 -1.506 -0.648 -0.02 -0.02 0.05
H 2.945 -0.592 0.076 -0.10 -0.04 0.02
H -2.369 1.993 -0.211 0.09 -0.27 0.01

***

11
Properties=species:S:1:pos:R:3:forces:R:3 method="wB97M-V/def2-TZVPD" charge=+1 multiplicity=1 e_above_lowest_kcal_mol=3.4 smiles="C1=[NH+]PCN1" gap_ev=10.38 lumo_ev=-3.9477
P 1.627 -0.199 0.315 -0.61 1.33 1.81
N -0.958 -0.312 -0.457 2.96 -0.92 1.43
N 0.535 1.251 0.075 0.12 0.16 -0.73
C -0.615 0.925 -0.484 0.19 1.09 0.21
C 0.083 -1.208 0.136 0.56 1.07 -3.56
H -0.300 -1.498 1.026 -0.80 -1.72 2.62
H -1.650 -0.814 -0.897 -2.30 -0.29 -1.37
H 0.819 2.236 0.118 -0.11 -0.72 -0.19
H 1.446 -0.059 1.763 0.59 -0.34 -0.87
H 0.278 -1.950 -0.647 -0.20 -0.43 0.80
H -1.265 1.627 -0.947 -0.41 0.77 -0.14

***

32
Properties=species:S:1:pos:R:3:forces:R:3 method="wB97M-V/def2-TZVPD" charge=-1 multiplicity=2 s2=0.7692 e_above_lowest_kcal_mol=40.5 gap_ev="3.10 / 6.40" lumo_ev="2.9121 / 2.7535"
O -2.501 -0.397 0.258 0.66 2.13 2.79
O -1.635 -3.223 1.498 -0.49 -0.66 -0.11
O -2.221 0.214 -2.513 0.27 -1.51 0.81
O -1.893 2.365 -0.704 3.69 0.41 -1.29
C 1.467 0.088 -2.259 -0.33 0.14 -5.40
C 1.318 2.220 2.197 -0.39 -3.08 -3.04
C 0.333 2.778 2.929 0.94 0.48 1.33
C 1.395 -0.063 -0.947 -0.57 1.74 3.49
C 1.832 -2.413 -0.650 0.85 -0.22 -1.61
C 1.744 0.942 0.087 1.82 -1.15 -3.73
C 0.997 1.134 1.192 1.05 3.48 3.12
C 0.785 -1.305 -0.335 -0.34 -0.07 -1.05
H 1.631 -3.221 0.009 -0.10 -1.23 0.41
H -0.331 -1.382 -0.605 1.60 -0.78 -0.43
H 0.104 0.644 1.510 -0.64 -0.68 -0.51
H -2.770 -0.573 1.199 -0.04 -0.31 -1.24
H -2.229 -3.552 0.821 -0.24 -1.04 0.01
H 1.890 -2.810 -1.759 -0.41 0.95 2.14
H 0.687 -1.258 0.748 0.50 0.34 0.05
H 0.939 -0.624 -2.987 0.85 0.36 1.45
H 0.711 3.120 3.873 -0.36 0.99 0.60
H -2.072 0.522 0.493 -0.68 -1.75 -1.39
H 2.412 2.407 2.248 -0.83 0.32 0.53
H -1.897 1.615 -1.332 -0.85 0.05 0.01
H -0.737 2.716 2.804 0.04 -0.40 -0.30
H -1.760 -0.400 -1.885 0.25 0.89 -0.70
H 1.875 0.901 -2.998 -0.48 -0.92 2.41
H 2.632 1.564 -0.255 -1.35 -0.17 0.89
H -3.082 -0.217 -2.427 -0.39 0.51 -0.27
H -0.903 2.634 -0.952 -2.89 -0.41 1.40
H 2.914 -2.076 -0.401 -1.95 -0.12 -0.37
H -1.634 -2.349 1.143 0.80 1.73 0.02

***

12
Properties=species:S:1:pos:R:3:forces:R:3 method="wB97M-V/def2-TZVPD" charge=0 multiplicity=1 e_above_lowest_kcal_mol=10.7 smiles="CCNC=O" gap_ev=10.73 lumo_ev=0.9734
O -2.975 0.103 0.247 -0.45 -0.05 -0.07
N -0.788 0.566 -0.074 0.27 0.37 -0.53
C -1.825 0.056 0.607 0.07 -0.12 0.43
C 1.305 -0.604 -0.624 -0.04 0.22 0.26
C 0.603 0.412 0.274 0.22 -0.20 -0.03
H -0.996 0.963 -0.980 -0.13 -0.04 0.10
H 1.271 -0.282 -1.661 0.01 0.00 -0.14
H 1.100 1.386 0.199 -0.04 -0.13 0.14
H -1.513 -0.402 1.567 -0.05 -0.01 -0.06
H 0.648 0.083 1.316 0.04 0.12 -0.05
H 2.346 -0.706 -0.328 0.15 -0.04 -0.02
H 0.823 -1.574 -0.544 -0.04 -0.12 -0.02